[1]
12
Properties=species:S:1:pos:R:3 method="wB97M-V/def2-TZVPD" fmax_ev_per_a=2.9 total_charge=+1 energy_ha=-330.98917 lumo_ev="-4.84 / -4.84" relative_energy_ev=0.751 orbital_gap_ev="6.191 / 6.191"
H 1.1184 0.2722 3.3724
O 0.3914 0.2764 2.7436
C 0.8535 0.7982 1.5152
C -0.2105 0.7266 0.5043
C -1.2144 1.0412 -0.1226
H 1.7279 0.2351 1.1466
H 1.1728 1.8491 1.6231
H -2.0753 1.5478 -0.5258
C -0.7230 -1.3493 -2.0598
O 0.4153 -1.2448 -2.6234
Ba -0.7263 -2.4112 -4.5585
H -0.7297 -1.7413 -1.0150

***

[2]
10
Properties=species:S:1:pos:R:3 method="wB97M-V/def2-TZVPD" fmax_ev_per_a=4.7 total_charge=0 energy_ha=-2729.34659 lumo_ev=0.28 relative_energy_ev=0.658 orbital_gap_ev=9.426 smiles="C=C/C=C/Br"
C -0.9665 -0.4421 -0.0748
C 0.2554 -0.0294 -0.7799
C -1.1438 -0.1977 1.2337
C 1.3456 0.4236 -0.2727
Br 2.5799 1.4069 -1.6063
H -1.5607 -1.1797 -0.7713
H 0.1781 -0.1418 -1.8502
H -2.0259 -0.5791 1.7233
H -0.4258 0.3812 1.7625
H 1.7636 0.3582 0.6357

***

[3]
12
Properties=species:S:1:pos:R:3 method="wB97M-V/def2-TZVPD" fmax_ev_per_a=3.8 total_charge=0 energy_ha=-5763.56695 lumo_ev=0.43 relative_energy_ev=0.355 orbital_gap_ev=10.048
C 0.4835 1.5788 1.6507
C 0.2532 1.0336 0.4473
C -0.3472 -0.9847 -1.1662
C -0.6035 -0.4146 0.2485
Cl 0.8706 1.6260 -1.0232
Br -2.4130 0.2260 0.5270
Br -0.1566 -1.7819 1.6123
H 0.8023 2.5169 1.8845
H 0.0325 1.1305 2.5667
H -0.9076 -1.8784 -1.3437
H 0.7804 -1.3260 -1.4281
H -0.6752 -0.0561 -1.8656

***

[4]
17
Properties=species:S:1:pos:R:3 method="wB97M-V/def2-TZVPD" fmax_ev_per_a=3.7 total_charge=+1 energy_ha=-3603.59357 lumo_ev="-6.39 / -6.39" relative_energy_ev=6.700 orbital_gap_ev="9.094 / 9.096"
C -0.8186 1.4380 0.1434
C -1.0735 -0.4913 1.4036
C -1.1138 -0.4975 -1.0737
C 1.0931 0.1053 0.1381
N -1.2134 2.4756 0.3336
N 1.7306 1.1838 -0.6500
N -0.4501 0.1170 0.1643
O 1.1077 1.7223 -1.4959
O 2.8965 1.3620 -0.3109
F 3.0599 -2.0855 -0.1276
Cl -0.3545 -2.1322 -1.5688
Br 2.2787 -0.7957 0.9441
H -1.0567 -1.5781 1.3054
H -0.6310 -0.0383 2.2935
H -2.1967 -0.2176 1.3096
H -1.1344 0.2249 -1.8065
H -2.1237 -0.7927 -1.0022